Entry from the OMol25 dataset: a 2-piece molecular cluster, C4H12 overall (ωB97M-V with the def2-TZVPD basis set).

Last columns: bonded neighbours and bond lengths (Å).
Cartesian coordinates (Å):
1 C 0.40643 0.63337 -1.59452  C4 1.486, H9 1.095, H11 1.139, H15 1.189
2 C -1.06130 0.00599 2.77716  C3 1.573, H6 1.088, H8 1.084, H10 1.097
3 C -0.16146 -0.55784 1.61631  C2 1.573, H7 1.103, H12 1.094, H13 1.061
4 C 0.85548 -0.09552 -2.80866  C1 1.486, H5 1.106, H14 1.105, H16 1.092
5 H 0.04300 -0.04373 -3.55792  C4 1.106
6 H -1.67424 0.83143 2.41999  C2 1.088
7 H 0.83686 -0.24701 1.96622  C3 1.103
8 H -1.73227 -0.78743 3.08680  C2 1.084
9 H 0.78484 1.64828 -1.43464  C1 1.095
10 H -0.53994 0.33500 3.68409  C2 1.097
11 H -0.72763 0.73531 -1.57026  C1 1.139
12 H -0.34331 -1.57788 1.26404  C3 1.094
13 H -0.53503 -0.24335 0.67487  C3 1.061
14 H 1.21131 -1.10636 -2.53816  C4 1.105
15 H 0.70562 0.15620 -0.54730  C1 1.189
16 H 1.71026 0.42474 -3.24473  C4 1.092

The spin multiplicity is 2. For the relative energy (zero: lowest compared OMol25 entry of this formula, charge and spin), the calculation gives 18.96 kcal/mol. As for the total energy: -4330.4095 eV. The net charge is +1. The value obtained for the HOMO energy (spin up / spin down) is -16.705 / -15.966 eV.

Results of the Mulliken charge analysis, in e, for atoms 1 through 8: C -0.33; C -0.86; C -0.38; C -0.82; H 0.28; H 0.32; H 0.39; H 0.30